(1)
This record from the OMol25 dataset describes a structure of composition C2HO3Tb. The level of theory is ωB97M-V with the def2-TZVPD basis set.

Properties
HOMO level (spin up / spin down): -1.0663 / -1.0661 Eh
⟨S²⟩: 12.686
Total charge: +4
Orbital gap (spin up / spin down): 7.72 / 6.63 eV
2S+1: 7

Positions of all 7 atoms, in Å:
O1 0.4739 -0.3148 2.5275
H1 0.5040 -1.2386 2.8929
O2 -0.1158 -0.1196 -1.0227
C1 -0.0705 -0.0123 0.1945
C2 -0.0496 -0.1278 1.4537
O3 -0.2325 0.9625 -1.7552
Tb1 -0.5095 0.8505 -4.2907

Atoms 1-2, force components in eV/Å:
O -1.553 1.342 -0.533
H 0.289 -0.867 0.605

Results of the Mulliken charge analysis, in e, for atoms 1 through 6: -0.0042, 0.5214, 0.2673, 0.6570, 0.3288, -0.4102



(2)
This record from the OMol25 dataset describes a cluster of 2 separate species, C2HO4S in total. The level of theory is ωB97M-V with the def2-TZVPD basis set.

Properties
HOMO level: -0.0964 Eh
Total charge: -1
Relative energy (zero: lowest compared OMol25 entry of this formula, charge and spin): 0.000 eV
Orbital gap: 5.76 eV

Positions of all 8 atoms, in Å:
C1 -1.1109 0.0485 -0.2913
C2 2.8056 -0.0750 0.1631
O1 -0.0348 0.4882 -0.7014
O2 2.9106 0.8547 0.8236
O3 2.7919 -1.0202 -0.4826
O4 -3.5562 -0.1546 0.5210
S1 -2.5858 0.8719 -0.0548
H1 -1.2204 -1.0135 0.0224

Atoms 1-2, force components in eV/Å:
C 0.182 0.054 0.123
C -0.061 -0.018 -0.115

Results of the natural (NBO) charge analysis, in e, for atoms 1 through 6: 0.0691, 1.0445, -0.7055, -0.5261, -0.5219, -1.0777



(3)
This record from the OMol25 dataset describes a cluster of 2 separate species, C2HOS2 in total. The level of theory is ωB97M-V with the def2-TZVPD basis set.

Properties
HOMO level: -0.1149 Eh
Total charge: -1
Relative energy (zero: lowest compared OMol25 entry of this formula, charge and spin): 1.750 eV
Orbital gap: 6.10 eV

Positions of all 6 atoms, in Å:
C1 -2.3538 0.3654 -0.4832
C2 1.1245 0.0207 0.1280
O1 1.8625 0.8197 0.6072
S1 1.2864 -1.6336 -0.0785
S2 -2.6377 -0.9118 0.3267
H1 0.1195 0.2683 -0.1959

Atoms 1-2, force components in eV/Å:
C -0.312 -0.656 0.460
C -1.500 -1.686 -0.493

Calculated atomic charges, method natural (NBO), unit e: -0.1880, 0.1823, -0.6563, -0.5548, 0.1562, 0.0606



(4)
This record from the OMol25 dataset describes a structure of composition C2I3NO2. The level of theory is ωB97M-V with the def2-TZVPD basis set.

Properties
HOMO level (spin up / spin down): -0.3448 / -0.3429 Eh
Relative energy (zero: lowest compared OMol25 entry of this formula, charge and spin): 1.588 eV
Orbital gap (spin up / spin down): 6.41 / 8.12 eV

Positions of all 8 atoms, in Å:
C1 -1.3453 -0.6504 -0.5577
C2 -1.7595 0.4788 -0.5816
N1 1.7273 -1.5296 0.8992
O1 2.4580 -2.1551 0.2527
O2 1.6555 -1.1021 2.0005
I1 -1.1399 -2.6394 -0.5191
I2 -5.3941 0.6913 0.4686
I3 -2.4363 2.3269 -0.7745

Atoms 1-2, force components in eV/Å:
C -0.374 -0.386 0.059
C 0.284 -0.070 -0.136

Results of the natural (NBO) charge analysis, in e, for atoms 1 through 6: -0.2976, -0.3115, 0.5277, -0.2571, -0.2734, 0.3122



(5)
This record from the OMol25 dataset describes a structure of composition C2I5O2S. The level of theory is ωB97M-V with the def2-TZVPD basis set.

Properties
HOMO level: -0.1402 Eh
Total charge: -1
Relative energy (zero: lowest compared OMol25 entry of this formula, charge and spin): 0.584 eV
Orbital gap: 5.89 eV

Positions of all 10 atoms, in Å:
C1 1.7224 -0.1419 -0.1644
C2 1.5368 -1.2741 0.6109
O1 -2.3454 -0.1622 -0.0529
O2 -1.2466 0.5259 -2.0952
S1 -1.7951 0.9421 -0.8177
I1 0.7028 1.5465 0.4776
I2 2.7531 0.0336 -1.8983
I3 3.9504 2.2210 0.7715
I4 0.4890 -1.1952 2.4293
I5 2.0423 -3.1313 -0.2167

Atoms 1-2, force components in eV/Å:
C -1.050 -1.924 2.232
C 0.084 1.792 -1.814

Results of the natural (NBO) charge analysis, in e, for atoms 1 through 6: -0.5103, -0.4833, -0.9050, -0.9052, 1.5569, 0.3815



(6)
This record from the OMol25 dataset describes a structure of composition C2INO. The level of theory is ωB97M-V with the def2-TZVPD basis set.

Properties
HOMO level: -0.3932 Eh
Relative energy (zero: lowest compared OMol25 entry of this formula, charge and spin): 0.000 eV
Orbital gap: 9.10 eV

Positions of all 5 atoms, in Å:
C1 -0.7067 0.6206 -0.0741
C2 0.1713 -0.4782 -0.0053
N1 -1.5390 1.3919 0.0610
O1 -0.0697 -1.7225 0.0215
I1 2.1440 0.1881 -0.0031

Atoms 1-2, force components in eV/Å:
C -1.302 -0.525 0.340
C 0.934 -6.087 -0.173

Calculated atomic charges, method natural (NBO), unit e: 0.1201, 0.2960, -0.1659, -0.4360, 0.1858



(7)
This record from the OMol25 dataset describes an isolated molecule of C2INO. The level of theory is ωB97M-V with the def2-TZVPD basis set.

Properties
HOMO level: -0.3676 Eh
Relative energy (zero: lowest compared OMol25 entry of this formula, charge and spin): 5.469 eV
Orbital gap: 7.14 eV

Positions of all 5 atoms, in Å:
C1 1.3721 0.3960 -0.0453
C2 0.2480 -0.3713 0.0628
N1 2.4342 0.9572 -0.0637
O1 -2.4579 -1.2476 0.1626
I1 -1.5965 0.2657 -0.1164

Atoms 1-2, force components in eV/Å:
C 3.406 2.261 -0.051
C -0.482 -0.287 0.000

Calculated atomic charges, method natural (NBO), unit e: 0.0639, -0.3719, -0.1976, -1.0056, 1.5112



(8)
This record from the OMol25 dataset describes a structure of composition C2LiO2Rb. The level of theory is ωB97M-V with the def2-TZVPD basis set.

Properties
HOMO level (spin up / spin down): -0.3171 / -0.3437 Eh
⟨S²⟩: 0.757
Total charge: +1
Relative energy (zero: lowest compared OMol25 entry of this formula, charge and spin): 1.956 eV
Orbital gap (spin up / spin down): 3.92 / 4.48 eV
2S+1: 2

Positions of all 6 atoms, in Å:
O1 0.0500 -0.9038 0.5225
C1 -0.3955 0.1102 0.8926
C2 -0.1105 1.4799 0.5296
O2 -0.1296 2.6468 0.6445
Li1 1.9367 0.0811 -1.4620
Rb1 -1.3512 -3.4141 -1.1272

Atoms 1-2, force components in eV/Å:
O 2.666 -6.466 -2.549
C -2.319 7.303 1.521

Calculated atomic charges, method natural (NBO), unit e: -0.7592, 0.1491, 0.2357, -0.4981, 0.8818, 0.9908



(9)
This record from the OMol25 dataset describes a structure of composition C2N2O. The level of theory is ωB97M-V with the def2-TZVPD basis set.

Properties
HOMO level (spin up / spin down): -0.4092 / -0.4009 Eh
Relative energy (zero: lowest compared OMol25 entry of this formula, charge and spin): 6.732 eV
Orbital gap (spin up / spin down): 8.71 / 7.85 eV

Positions of all 5 atoms, in Å:
C1 -1.2773 -0.1857 0.0343
C2 -0.6496 0.9374 -0.0327
N1 -0.1326 -0.9467 -0.0143
N2 1.0426 -0.5176 -0.0050
O1 1.0170 0.7126 0.0177

Atoms 1-2, force components in eV/Å:
C 1.254 -2.295 -0.207
C 2.317 2.756 0.227

Calculated atomic charges, method natural (NBO), unit e: -0.0696, 0.2528, -0.0964, 0.1728, -0.2596



(10)
This record from the OMol25 dataset describes a cluster of 2 separate species, C2N2O3S in total. The level of theory is ωB97M-V with the def2-TZVPD basis set.

Properties
HOMO level: -0.3742 Eh
SMILES: N#CSN=O.O=C=O
Relative energy (zero: lowest compared OMol25 entry of this formula, charge and spin): 0.000 eV
Orbital gap: 9.15 eV

Positions of all 8 atoms, in Å:
N1 0.3031 -0.8861 2.5688
C1 -0.0888 0.0105 1.9660
S1 -0.4832 1.5154 1.1961
N2 0.8381 1.5182 0.1775
O1 0.8024 2.2976 -0.7287
O2 -0.3335 -2.2995 -2.5288
C2 -0.4276 -1.4721 -1.7393
O3 -0.6104 -0.6840 -0.9115

Atoms 1-2, force components in eV/Å:
N -0.242 -0.250 -0.093
C 0.284 1.275 -0.114

Results of the natural (NBO) charge analysis, in e, for atoms 1 through 6: -0.2577, 0.0297, 0.5045, -0.0122, -0.2639, -0.4938



(11)
This record from the OMol25 dataset describes a structure of composition C2N2S. The level of theory is ωB97M-V with the def2-TZVPD basis set.

Properties
HOMO level (spin up / spin down): -0.4110 / -0.4117 Eh
Relative energy (zero: lowest compared OMol25 entry of this formula, charge and spin): 3.846 eV
Orbital gap (spin up / spin down): 6.80 / 6.82 eV

Positions of all 5 atoms, in Å:
C1 1.5897 0.2410 -0.2100
C2 -2.5985 -0.0299 0.1619
N1 1.8792 1.3804 -0.3481
N2 -1.5468 -0.4770 0.2655
S1 0.6763 -1.1145 0.1308

Atoms 1-2, force components in eV/Å:
C -0.811 2.669 0.087
C -2.932 1.239 -0.283

Calculated atomic charges, method natural (NBO), unit e: -0.0679, 0.2582, -0.1392, -0.6288, 0.5776



Number 1: F_max 0.083 Eh/bohr, E -1124.58487 a.u.. Number 2: F_max 0.032 Eh/bohr, E -776.02502 a.u.. Number 3: F_max 0.061 Eh/bohr, E -948.39236 a.u.. Number 4: F_max 0.049 Eh/bohr, E -1174.29176 a.u.. Number 5: F_max 0.061 Eh/bohr, E -2113.37207 a.u.. Number 6: F_max 0.120 Eh/bohr, E -503.85086 a.u.. Number 7: F_max 0.080 Eh/bohr, E -503.64987 a.u.. Number 8: F_max 0.152 Eh/bohr, E -257.96678 a.u.. Number 9: F_max 0.089 Eh/bohr, E -260.61837 a.u.. Number 10: F_max 0.056 Eh/bohr, E -809.55536 a.u.. Number 11: F_max 0.129 Eh/bohr, E -583.72808 a.u..